(1)
185
Properties=species:S:1:pos:R:3 method="wB97M-V/def2-TZVPD" gap_ev=7.619 charge=-1 energy_ev=-90120.2559 homo_ev=-5.87
C -1.433 0.439 1.792
C -0.799 0.417 0.388
C 0.309 1.532 0.367
C 1.169 1.476 -0.879
C 1.748 0.079 -0.998
C 0.679 -1.026 -1.010
N -0.093 -0.821 0.197
O -1.087 -1.913 0.283
C 1.379 -2.385 -0.955
C -0.111 -1.002 -2.325
C -1.952 0.758 -0.580
H -2.396 -0.070 1.780
H -1.609 1.442 2.122
H -0.774 -0.002 2.537
H 0.861 1.364 1.279
H -0.163 2.535 0.444
H 1.966 2.221 -0.818
H 0.588 1.683 -1.809
H 2.321 -0.195 -0.116
H 2.369 0.007 -1.901
H 0.604 -3.134 -0.910
H 2.048 -2.516 -0.117
H 1.935 -2.481 -1.910
H -0.460 0.012 -2.558
H -1.000 -1.629 -2.235
H 0.529 -1.392 -3.133
H -2.771 1.313 -0.105
H -2.371 -0.198 -0.908
H -1.601 1.349 -1.413
C 2.193 1.734 -4.493
O 3.609 1.705 -4.426
H 1.857 0.909 -3.839
H 1.839 2.673 -4.065
H 1.760 1.575 -5.478
H 3.949 1.172 -5.164
C 0.312 -3.991 -4.287
O -1.071 -3.695 -4.241
H 0.893 -3.406 -3.566
H 0.582 -5.036 -4.087
H 0.627 -3.744 -5.285
H -1.340 -3.798 -3.302
C 2.629 -5.903 -1.859
O 2.167 -6.751 -0.828
H 2.623 -6.511 -2.759
H 1.863 -5.124 -2.070
H 3.632 -5.440 -1.733
H 1.803 -6.173 -0.137
C -3.947 -3.072 0.789
O -3.638 -1.692 0.698
H -3.269 -3.620 1.474
H -4.916 -3.114 1.314
H -4.060 -3.613 -0.164
H -2.645 -1.626 0.535
C 1.022 -2.141 2.882
O 0.243 -3.242 2.425
H 1.818 -2.605 3.485
H 1.410 -1.527 2.063
H 0.442 -1.452 3.548
H -0.361 -2.954 1.727
C -1.447 -4.982 -0.488
O -1.753 -3.892 -1.325
H -1.898 -4.891 0.491
H -1.785 -5.898 -0.982
H -0.364 -5.041 -0.340
H -1.569 -3.078 -0.843
C -4.422 -1.862 -2.514
O -4.765 -0.827 -1.609
H -4.693 -1.466 -3.507
H -3.319 -2.006 -2.582
H -4.953 -2.835 -2.387
H -4.409 -1.121 -0.744
C 1.928 -5.943 2.821
O 1.727 -5.250 1.576
H 1.024 -6.519 3.040
H 2.725 -6.676 2.556
H 2.252 -5.342 3.669
H 1.245 -4.438 1.792
C 6.075 -2.255 -3.021
C 4.629 -2.741 -3.171
C 3.816 -1.800 -4.073
C 4.352 -1.729 -5.431
N 4.778 -1.697 -6.513
H 6.518 -2.171 -4.033
H 6.571 -2.995 -2.407
H 6.072 -1.322 -2.470
H 4.132 -2.842 -2.203
H 4.610 -3.764 -3.604
H 3.719 -0.797 -3.670
H 2.838 -2.285 -4.072
C 4.210 3.223 0.819
C 4.566 3.507 -0.623
C 4.875 2.262 -1.444
C 6.057 1.611 -1.007
N 7.028 1.140 -0.603
H 5.037 2.820 1.421
H 3.368 2.551 0.939
H 3.899 4.143 1.309
H 5.387 4.242 -0.602
H 3.740 3.996 -1.145
H 4.894 2.548 -2.489
H 4.053 1.556 -1.312
C 5.092 -1.822 0.887
C 4.879 -3.320 0.587
C 5.201 -4.194 1.813
C 6.570 -3.936 2.289
N 7.604 -3.665 2.700
H 4.791 -1.217 0.024
H 6.163 -1.661 1.053
H 4.544 -1.520 1.767
H 5.572 -3.608 -0.225
H 3.850 -3.570 0.254
H 5.145 -5.251 1.510
H 4.509 -4.026 2.652
C -1.475 -1.647 6.285
C -2.229 -0.803 5.302
C -2.856 -1.626 4.140
C -3.798 -2.625 4.657
N -4.511 -3.371 5.139
H -1.126 -1.052 7.112
H -0.637 -2.192 5.837
H -2.148 -2.378 6.750
H -1.540 -0.098 4.826
H -2.996 -0.248 5.830
H -2.098 -2.128 3.537
H -3.348 -0.987 3.412
C 1.445 3.562 3.462
C 1.043 2.346 4.290
C 1.296 2.668 5.789
C 0.455 3.717 6.306
N -0.147 4.567 6.788
H 0.936 3.571 2.499
H 2.505 3.562 3.324
H 1.037 4.461 3.926
H 1.581 1.421 4.063
H -0.027 2.159 4.149
H 2.323 2.990 5.868
H 1.176 1.779 6.422
C -2.291 5.513 -0.966
C -1.717 4.489 -1.930
C -0.462 5.041 -2.525
C 0.628 5.134 -1.477
N 1.433 5.175 -0.652
H -3.290 5.192 -0.649
H -2.423 6.487 -1.434
H -1.642 5.602 -0.096
H -2.406 4.247 -2.721
H -1.481 3.557 -1.403
H -0.633 6.045 -2.927
H -0.100 4.382 -3.331
C -5.573 2.462 0.249
C -5.235 2.267 1.709
C -5.951 0.985 2.292
C -7.384 1.014 1.980
N -8.474 1.122 1.695
H -6.626 2.686 0.259
H -5.379 1.601 -0.411
H -5.103 3.384 -0.117
H -5.614 3.136 2.251
H -4.175 2.176 1.936
H -5.808 0.892 3.372
H -5.551 0.064 1.848
C -2.149 4.279 3.557
C -3.456 5.012 3.922
C -4.031 5.762 2.685
C -3.141 6.852 2.329
N -2.397 7.687 2.139
H -1.753 3.863 4.484
H -1.455 5.009 3.144
H -2.398 3.534 2.795
H -3.278 5.719 4.723
H -4.171 4.290 4.353
H -4.996 6.221 2.849
H -4.107 5.091 1.812
C -1.518 2.634 -6.118
C -1.685 1.575 -5.013
C -3.171 1.378 -4.726
C -3.943 1.109 -5.959
N -4.606 1.006 -6.875
H -0.469 2.846 -6.328
H -2.094 3.561 -5.899
H -1.965 2.152 -7.019
H -1.158 1.916 -4.128
H -1.201 0.619 -5.265
H -3.621 2.260 -4.300
H -3.428 0.580 -4.020


(2)
206
Properties=species:S:1:pos:R:3 method="wB97M-V/def2-TZVPD" gap_ev=1.554 charge=0 energy_ev=-93260.8342 homo_ev=-5.02
Be 0.104 4.283 -3.565
C -1.308 -0.532 -0.610
C -1.206 1.018 -0.497
C -1.267 1.238 1.048
C -0.074 1.147 2.001
C 1.145 1.853 1.319
C 1.343 1.522 -0.186
N 0.067 1.538 -0.968
O 0.072 2.089 -2.218
C 1.950 0.085 -0.314
C 2.363 2.563 -0.664
C -2.460 1.719 -1.091
H -0.567 -1.091 -0.037
H -0.933 -0.836 -1.599
H -2.292 -1.000 -0.620
H -1.885 0.428 1.456
H -1.912 2.076 1.335
H 0.263 0.116 2.129
H -0.193 1.688 2.937
H 2.102 1.672 1.807
H 0.803 2.880 1.484
H 3.008 -0.006 -0.080
H 1.639 -0.252 -1.301
H 1.440 -0.515 0.444
H 2.691 2.428 -1.694
H 3.227 2.570 0.001
H 1.952 3.570 -0.595
H -2.542 1.485 -2.150
H -2.367 2.796 -0.935
H -3.435 1.517 -0.643
C -0.554 -6.489 -3.985
C 0.246 -5.715 -2.888
C -0.385 -4.326 -2.754
C -1.744 -4.329 -1.970
C -1.583 -5.122 -0.654
C -0.924 -6.526 -0.753
N 0.315 -6.414 -1.604
O 1.163 -7.416 -1.478
C -1.957 -7.460 -1.405
C -0.630 -6.935 0.716
C 1.688 -5.448 -3.463
H -1.615 -6.270 -3.877
H -0.369 -7.547 -3.792
H -0.239 -6.260 -5.001
H -0.776 -4.005 -3.721
H 0.333 -3.602 -2.373
H -2.634 -4.591 -2.538
H -1.853 -3.289 -1.655
H -2.546 -5.332 -0.180
H -1.053 -4.562 0.121
H -1.507 -8.341 -1.867
H -2.722 -7.029 -2.046
H -2.456 -7.971 -0.576
H 0.219 -6.345 1.071
H -0.213 -7.941 0.783
H -1.452 -6.755 1.404
H 2.222 -6.389 -3.608
H 2.280 -4.961 -2.685
H 1.750 -4.926 -4.415
C 3.478 -3.253 0.841
C 2.132 -3.870 0.483
O 2.277 -5.158 -0.074
H 4.160 -3.973 1.304
H 3.422 -2.561 1.685
H 4.040 -2.883 -0.014
H 1.536 -3.197 -0.144
H 1.537 -3.884 1.405
H 1.520 -5.524 -0.567
C 0.226 6.220 1.334
C -0.821 5.648 0.383
O -0.141 4.626 -0.378
H 0.789 5.440 1.852
H -0.294 6.877 2.032
H 1.029 6.685 0.760
H -1.192 6.506 -0.175
H -1.663 5.165 0.879
H -0.242 3.811 0.123
C -5.262 5.485 -2.926
C -4.665 5.295 -1.522
O -3.357 5.834 -1.565
H -6.102 4.842 -3.185
H -4.503 5.490 -3.707
H -5.633 6.513 -2.988
H -4.651 4.252 -1.203
H -5.204 5.868 -0.764
H -3.472 6.772 -1.392
C -6.142 2.123 0.683
C -7.497 2.005 1.403
O -8.431 2.873 0.748
H -6.096 1.759 -0.342
H -5.344 1.617 1.229
H -5.868 3.178 0.757
H -7.311 2.376 2.411
H -7.899 0.997 1.301
H -9.108 3.111 1.386
O 1.931 5.490 -2.285
H 2.702 6.025 -2.067
H 1.449 5.395 -1.449
C 3.083 3.831 4.813
C 2.020 4.924 4.823
C 0.704 4.515 5.440
O 2.524 6.013 5.660
H 3.118 3.282 5.751
H 4.028 4.370 4.688
H 3.035 3.275 3.875
H 1.877 5.394 3.849
H 0.418 3.490 5.166
H -0.104 5.168 5.117
H 0.688 4.252 6.500
H 3.483 5.970 5.631
C -5.178 -1.348 1.571
C -5.492 -2.734 0.991
C -4.709 -3.910 1.584
O -6.853 -3.006 1.262
H -4.735 -1.337 2.567
H -6.028 -0.669 1.583
H -4.428 -0.873 0.930
H -5.415 -2.752 -0.102
H -5.269 -4.836 1.467
H -4.567 -3.861 2.668
H -3.667 -3.860 1.259
H -7.082 -3.602 0.543
C 3.191 -0.765 -4.036
C 2.121 -0.574 -5.100
C 0.938 -1.555 -4.912
O 1.613 0.762 -5.124
H 2.820 -0.546 -3.030
H 4.085 -0.144 -4.081
H 3.585 -1.778 -3.922
H 2.501 -0.748 -6.109
H 1.238 -2.598 -5.046
H 0.175 -1.458 -5.685
H 0.417 -1.538 -3.954
H 0.790 0.669 -4.627
C 2.771 0.216 4.313
C 4.164 0.120 3.674
C 4.439 1.066 2.502
O 5.137 0.226 4.697
H 2.563 1.232 4.657
H 2.576 -0.527 5.084
H 2.050 0.059 3.503
H 4.187 -0.911 3.296
H 5.297 0.730 1.928
H 4.517 2.061 2.943
H 3.563 1.080 1.853
H 4.908 -0.406 5.383
C 5.483 -0.474 -0.633
C 6.901 -0.696 -0.149
C 6.863 -1.756 0.941
O 7.795 -1.140 -1.128
H 4.859 -0.448 0.259
H 5.151 -1.113 -1.454
H 5.311 0.477 -1.149
H 7.248 0.214 0.355
H 7.778 -2.338 1.051
H 6.092 -2.482 0.684
H 6.692 -1.285 1.911
H 7.872 -0.600 -1.918
C -2.721 2.341 4.572
C -3.487 1.005 4.677
C -3.873 0.808 6.177
O -4.622 0.997 3.873
H -3.136 3.117 5.215
H -2.592 2.643 3.530
H -1.693 2.197 4.915
H -2.781 0.220 4.388
H -3.041 0.801 6.884
H -4.302 -0.187 6.308
H -4.563 1.580 6.514
H -4.504 1.476 3.049
C -2.671 0.389 -6.323
C -2.665 0.573 -4.836
C -3.615 -0.303 -4.011
O -1.295 0.401 -4.412
H -2.170 1.172 -6.890
H -3.687 0.452 -6.728
H -2.381 -0.623 -6.609
H -2.946 1.611 -4.628
H -3.262 -0.397 -2.982
H -3.649 -1.330 -4.381
H -4.609 0.133 -3.912
H -1.164 0.678 -3.494
C -1.990 -2.246 3.305
C -0.546 -2.216 3.713
C -0.163 -1.349 4.918
O -0.205 -3.575 4.057
H -2.674 -2.248 4.159
H -2.256 -3.143 2.749
H -2.197 -1.358 2.703
H 0.146 -1.911 2.925
H -0.888 -1.307 5.732
H -0.068 -0.296 4.625
H 0.857 -1.583 5.219
H -0.988 -3.862 4.540
C 6.456 2.195 -5.547
C 5.955 3.009 -4.378
C 5.082 2.262 -3.365
O 7.133 3.329 -3.617
H 6.901 1.277 -5.157
H 7.154 2.721 -6.194
H 5.646 1.818 -6.176
H 5.408 3.914 -4.658
H 4.023 2.359 -3.619
H 5.098 2.667 -2.350
H 5.410 1.229 -3.254
H 6.926 4.106 -3.091


(3)
100
Properties=species:S:1:pos:R:3 method="wB97M-V/def2-TZVPD" gap_ev="5.438 / 5.441" charge=+1 energy_ev=-92695.1740 homo_ev="-10.32 / -10.32"
W -0.500 0.115 -0.496
C 1.344 7.686 0.353
C 2.221 6.798 0.955
C 1.980 5.438 0.897
C 0.850 4.956 0.240
C -0.043 5.847 -0.341
C 0.212 7.208 -0.288
C 0.639 3.491 0.157
C 1.379 2.760 -0.772
C 2.429 3.344 -1.540
C 3.033 2.334 -2.212
C 2.323 1.136 -1.897
N 1.297 1.394 -1.002
C 2.680 -0.117 -2.403
C 2.045 -1.308 -2.040
C 2.351 -2.573 -2.623
C 1.594 -3.503 -1.988
C 0.863 -2.820 -0.968
C 0.176 -3.448 0.072
C 0.022 -4.913 0.020
C 1.101 -5.775 -0.176
C 0.886 -7.122 -0.414
C -0.403 -7.630 -0.443
C -1.476 -6.792 -0.186
C -1.266 -5.447 0.056
C -0.341 -2.740 1.163
N -0.455 -1.369 1.258
C -0.822 -1.130 2.572
C -1.064 0.122 3.141
C -1.300 0.275 4.590
C -0.403 1.100 5.276
C -0.564 1.356 6.623
C -1.633 0.800 7.309
C -2.522 -0.025 6.638
C -2.355 -0.298 5.290
C -0.936 1.337 2.454
C -1.335 2.603 2.991
C -0.862 3.557 2.148
C -0.172 2.876 1.106
N -0.281 1.508 1.257
C -0.917 -2.362 3.291
C -0.656 -3.360 2.407
N 1.066 -1.449 -1.065
C 3.830 -0.188 -3.333
C 4.946 -0.967 -3.024
C 6.026 -1.020 -3.887
C 6.008 -0.293 -5.067
C 4.910 0.493 -5.375
C 3.829 0.547 -4.516
H 1.544 8.746 0.382
H 3.103 7.160 1.463
H 2.657 4.741 1.370
H -0.930 5.475 -0.830
H -0.474 7.895 -0.758
H 2.685 4.385 -1.536
H 3.896 2.388 -2.847
H 3.036 -2.736 -3.431
H 1.550 -4.551 -2.206
H 2.112 -5.393 -0.128
H 1.726 -7.773 -0.606
H -0.570 -8.671 -0.664
H -2.484 -7.181 -0.202
H -2.102 -4.787 0.237
H 0.432 1.532 4.746
H 0.138 1.996 7.134
H -1.778 1.017 8.356
H -3.361 -0.452 7.164
H -3.064 -0.926 4.772
H -1.903 2.742 3.887
H -0.946 4.621 2.219
H -1.137 -2.444 4.337
H -0.621 -4.416 2.579
H 4.964 -1.524 -2.099
H 6.887 -1.625 -3.641
H 6.847 -0.339 -5.744
H 4.900 1.068 -6.287
H 2.965 1.136 -4.778
O -5.922 3.380 -0.008
C -4.860 2.833 -0.075
C -3.564 3.444 -0.648
O -3.378 4.593 -0.950
C -2.596 2.321 -0.645
C -3.140 1.235 0.028
O -2.320 0.173 0.117
C -4.536 1.395 0.368
O -5.289 0.574 0.851
O -1.405 2.177 -1.132
I -2.866 0.266 -3.250
C -0.745 0.095 -2.739
H -0.339 0.991 -3.237
H -0.426 -0.753 -3.362
I -3.638 -5.292 -3.450
C -3.242 -3.698 -2.178
C -4.079 -3.103 -1.255
N -3.367 -2.139 -0.662
N -2.116 -2.058 -1.150
C -2.034 -3.012 -2.076
H -5.100 -3.310 -1.006
H -3.706 -1.448 0.001
H -1.137 -3.183 -2.635